# 1
20
Properties=species:S:1:pos:R:3:mulliken_charge:R:1 method="wB97M-V/def2-TZVPD" smiles=Cc1c[nH]cn1.CC gap_ev=9.4 de_lowest_kj_mol=41.5 fmax_ev_per_a=2.24 energy_ha=-345.3121 charge=0
N 0.01871 1.67875 -2.01658 -0.6354
N 0.14418 -0.45454 -1.49303 -0.0719
C 0.78238 0.60895 -2.01404 -0.2394
C 1.67567 -0.96528 2.83725 -0.9836
C -2.38329 2.15744 -1.40347 -1.0768
C 1.15666 -1.75768 1.63318 -0.5362
C -1.16138 1.28518 -1.48228 0.6666
C -1.14184 -0.04693 -1.10671 -0.5562
H 1.23691 -1.43506 3.71220 0.2860
H 1.43078 -2.81063 1.67819 0.3467
H -1.76312 -0.78349 -0.63558 0.3889
H 1.56197 -1.33697 0.71468 0.0181
H 0.06620 -1.79801 1.65242 0.2637
H 1.29634 0.05993 2.81419 0.2837
H 1.71752 0.55999 -2.54780 0.3976
H -3.21292 1.51595 -1.68766 0.3046
H 0.61750 -1.26929 -1.12302 0.2570
H 2.75600 -0.87997 2.87849 0.3039
H -2.17712 3.06255 -1.97851 0.3262
H -2.62114 2.60909 -0.43188 0.2564


# 2
20
Properties=species:S:1:pos:R:3:mulliken_charge:R:1 method="wB97M-V/def2-TZVPD" gap_ev=11.1 de_lowest_kj_mol=328.8 fmax_ev_per_a=2.23 energy_ha=-344.5243 charge=+2
N -0.43010 -0.61049 0.51474 0.0924
N -0.13783 2.63025 -0.38927 -0.1543
C 0.73911 1.81748 -0.01816 0.5248
C 1.79171 1.20505 0.34458 -0.7132
C -0.97963 -0.18844 1.82331 -0.6144
C 0.01486 -1.86567 -1.53892 -1.2304
C -0.01581 -1.25239 1.51991 0.1901
C -0.74230 -0.73512 -0.86817 -0.1313
H 1.08799 -1.69828 -1.53990 0.3208
H -1.08654 2.67304 -0.01404 0.3279
H -1.99892 -0.46372 2.07826 0.3235
H -0.56276 0.21239 -1.38338 0.2463
H -1.82625 -0.91840 -0.92078 0.3617
H 2.40796 1.63279 1.13395 0.3346
H -0.19492 -2.81918 -1.06143 0.4041
H -0.30605 -1.93364 -2.57581 0.3768
H 2.20056 0.29452 -0.06929 0.3366
H 0.07667 3.32832 -1.10717 0.3091
H -0.64140 0.75576 2.22938 0.2618
H 0.60366 -2.06425 1.84218 0.4331


# 3
21
Properties=species:S:1:pos:R:3:mulliken_charge:R:1 method="wB97M-V/def2-TZVPD" gap_ev=10.0 de_lowest_kj_mol=152.3 fmax_ev_per_a=1.99 energy_ha=-420.5259 charge=0
O -2.13093 2.41830 -0.34979 -0.5148
N 1.70491 -0.26358 0.48162 -0.6094
N -1.32208 -0.93855 -1.17793 -0.6154
C -1.02081 2.24028 0.13869 0.1870
C 1.61509 -0.91391 -1.87548 -1.5236
C 1.03171 -0.76807 -0.50215 0.7582
C -0.77784 2.08226 1.60734 -0.8265
C -0.78188 -1.82277 1.01402 -1.1946
C -0.41496 -1.16811 -0.28523 0.5968
H -1.20473 -2.81086 0.81388 0.3756
H 2.61455 -1.35140 -1.80575 0.4387
H -0.11711 2.28021 -0.49249 0.3354
H -1.53593 -1.21154 1.51981 0.2284
H -0.55147 3.05918 2.03864 0.3303
H 2.66352 -0.04087 0.18685 0.2228
H -0.95861 -0.44621 -1.99820 0.2719
H 0.99455 -1.55235 -2.50762 0.3848
H 1.69285 0.07858 -2.32970 0.3283
H -1.65615 1.64548 2.08727 0.2239
H 0.07370 1.41786 1.76332 0.2438
H 0.08162 -1.93390 1.67291 0.3585


# 4
21
Properties=species:S:1:pos:R:3:mulliken_charge:R:1 method="wB97M-V/def2-TZVPD" smiles="CNC=C=N.C=COC" gap_ev=8.5 de_lowest_kj_mol=461.8 fmax_ev_per_a=4.47 energy_ha=-420.4080 charge=0
O -2.09210 -0.10807 -0.74322 -0.2943
N 2.91219 0.53902 -0.15572 -0.4764
N -0.19120 2.13305 0.42556 -0.5056
C 3.41721 -0.87293 -0.50618 -0.9367
C 1.60232 0.72965 -0.53665 -0.3928
C 0.77377 1.50085 0.06259 0.4230
C -1.63006 -1.16025 -0.00254 0.1810
C -2.87522 0.84973 -0.06837 -0.8507
C -1.98280 -1.71075 1.13774 -0.7098
H 2.88740 -1.72775 -0.13257 0.3142
H -3.41988 1.37381 -0.88828 0.2353
H -1.73317 -2.72348 1.36523 0.2898
H 4.49130 -0.95428 -0.09544 0.2840
H -2.63886 -1.03210 1.73133 0.1841
H 1.30619 0.16750 -1.37651 0.3058
H 2.85426 0.54860 0.87755 0.2860
H -0.36453 3.07327 -0.05443 0.2396
H -0.88831 -1.70479 -0.70359 0.2418
H -2.24487 1.48441 0.57309 0.4053
H 3.41834 -0.83038 -1.51830 0.4187
H -3.60197 0.42491 0.60869 0.3577


# 5
21
Properties=species:S:1:pos:R:3:mulliken_charge:R:1 method="wB97M-V/def2-TZVPD" smiles=Cc1c[nH]cn1.CCO gap_ev=9.6 de_lowest_kj_mol=166.7 fmax_ev_per_a=2.77 energy_ha=-420.5204 charge=0
O -2.17232 3.83862 -0.18962 -0.5292
N 1.18443 -1.35589 1.94769 -0.1588
N 1.07738 -0.73179 -0.16918 -0.5724
C 0.61769 -2.89096 -1.33658 -1.0088
C 0.93231 -2.49677 1.17945 -0.4669
C 0.80186 -2.08539 -0.11449 0.5245
C 1.18381 -0.29864 1.08310 -0.2276
C -1.28985 3.00582 -0.89805 -0.2087
C -1.05543 1.77670 -0.07466 -0.8021
H 0.12230 -3.88193 -1.05703 0.2801
H 1.42849 0.70957 1.33870 0.4886
H 1.79300 -1.38545 2.73947 0.2697
H 0.09855 -2.27882 -2.10401 0.2973
H -1.72656 2.70305 -1.87839 0.2424
H 1.56912 -3.06618 -1.89504 0.2188
H 0.71326 -3.44831 1.66021 0.3632
H -2.04653 3.88026 0.76796 0.2997
H -2.09199 1.28549 0.11186 0.1915
H -0.51751 1.00705 -0.62741 0.2980
H -0.24932 2.06398 0.66785 0.2714
H -0.37269 3.64958 -1.15183 0.2292


# 6
21
Properties=species:S:1:pos:R:3:mulliken_charge:R:1 method="wB97M-V/def2-TZVPD" gap_ev=9.3 de_lowest_kj_mol=252.8 fmax_ev_per_a=4.07 energy_ha=-420.4876 charge=0
O -2.34631 0.20505 -1.40106 -0.4884
N 0.78925 -0.58847 0.82402 -0.1052
N -1.50361 -0.29842 1.43550 -0.6877
C -0.69360 -1.50047 -1.68694 -1.1594
C -1.19635 -0.11896 -1.34841 0.7124
C -0.43956 0.10393 0.84242 0.2205
C -0.41705 1.52030 0.26838 -0.8040
C 1.93814 0.01562 1.48582 -0.9636
C 0.02770 1.33461 -1.14723 -0.6335
H 2.14289 0.98813 1.04128 0.3043
H -1.09665 -1.80497 -2.65323 0.4035
H 0.66283 -1.54948 1.12647 0.3150
H 2.81445 -0.61100 1.31787 0.3447
H 0.18116 2.23247 0.84430 0.3486
H 1.78913 0.14280 2.56536 0.3042
H -1.06496 -2.20279 -0.94102 0.2947
H -0.06869 2.22013 -1.77033 0.3703
H 0.92222 0.75895 -1.34909 0.3001
H -1.36479 -1.15316 1.97438 0.2586
H -1.46817 1.83921 0.27395 0.3871
H 0.39198 -1.53351 -1.70244 0.2778


# 7
21
Properties=species:S:1:pos:R:3:mulliken_charge:R:1 method="wB97M-V/def2-TZVPD" smiles="[H]/N=C(/C)[C@]1([O-])[C@@H](C)[N@@H+]1C" gap_ev=9.4 de_lowest_kj_mol=316.2 fmax_ev_per_a=3.03 energy_ha=-420.4635 charge=0
O 0.50654 -0.52055 1.61745 -0.7918
N -1.42907 0.38035 0.30619 -0.3264
N 1.62968 0.29567 -1.66384 -0.7779
C -1.19348 -2.33291 0.15970 -1.4534
C 0.29286 -0.24178 0.40349 0.7677
C 1.46228 0.34898 -0.40969 0.6948
C -1.53819 1.75634 -0.13294 -0.7906
C 2.56235 0.91288 0.43267 -1.1427
C -0.67406 -1.04964 -0.39586 0.0145
H -0.65022 -1.00549 -1.48685 0.4061
H 0.93994 -0.26277 -2.16565 0.2254
H -2.54566 2.11642 0.07287 0.3326
H -1.32350 1.83155 -1.19867 0.2879
H -1.74114 0.19323 1.25175 0.2966
H -0.83579 2.41277 0.39788 0.2860
H -1.35974 -2.27130 1.23227 0.3269
H 3.40934 1.19051 -0.18931 0.3808
H 2.89891 0.17940 1.16456 0.2978
H 2.18946 1.77812 0.98348 0.2572
H -0.46824 -3.12574 -0.04364 0.3453
H -2.13229 -2.58603 -0.33585 0.3634


# 8
21
Properties=species:S:1:pos:R:3:mulliken_charge:R:1 method="wB97M-V/def2-TZVPD" smiles="C=CN(O)[C@@](C)(N)C=C" gap_ev=9.1 de_lowest_kj_mol=320.2 fmax_ev_per_a=0.79 energy_ha=-420.4619 charge=0
O 0.23482 1.79131 0.93406 -0.4466
N 0.52690 0.75256 0.00516 0.0875
N 0.12541 -1.60313 -0.43287 -0.5736
C 0.86834 1.28968 -1.22069 0.1101
C -0.44227 -0.71118 1.67401 -0.5423
C 0.62388 -0.82128 2.44490 -0.9908
C -1.77709 -0.09006 -0.35582 -1.8364
C -0.38307 -0.40631 0.18698 1.1981
C 0.86879 0.75611 -2.43711 -0.9235
H 1.09613 -1.75525 -0.19151 0.3365
H 0.54667 -1.07713 3.48781 0.2897
H -1.71714 0.16059 -1.41236 0.3951
H 1.24445 2.29753 -1.09392 0.3366
H -1.43084 -0.88315 2.07122 0.3103
H 0.51587 -0.22771 -2.68423 0.1712
H 1.25972 1.32966 -3.25764 0.2617
H -2.19113 0.76010 0.18091 0.3828
H 0.02961 -1.58491 -1.43880 0.2912
H 0.80216 1.63991 1.70347 0.3477
H 1.62197 -0.66335 2.06606 0.3610
H -2.42318 -0.95401 -0.22964 0.4337


# 9
21
Properties=species:S:1:pos:R:3:mulliken_charge:R:1 method="wB97M-V/def2-TZVPD" gap_ev=8.3 de_lowest_kj_mol=409.7 fmax_ev_per_a=4.17 energy_ha=-419.7170 charge=+2
O 3.95945 -0.95012 -0.27958 -0.1694
N -0.98198 0.38634 -0.00550 0.3562
N -1.65461 -1.73864 0.24689 0.1284
C -0.85375 0.99220 -1.40988 -0.8086
C 0.23541 -0.50379 0.27390 -0.4356
C 3.47759 -0.07664 0.42998 0.3970
C -0.29087 -1.74673 0.43438 -0.6101
C -2.08136 -0.54992 -0.02713 -0.1843
C -1.28014 1.43306 0.89572 -0.8334
H -2.09254 2.06934 0.50858 0.3729
H 4.88652 -0.91701 -0.45100 0.4264
H -3.15749 -0.32293 0.01123 0.3994
H 2.28322 0.12066 0.50419 0.1226
H -2.27456 -2.57359 0.21495 0.3203
H -0.44972 2.15363 0.82700 0.3821
H 0.02962 1.59142 -1.63033 0.3492
H 4.09705 0.51198 1.13525 0.3217
H -0.65419 0.26753 -2.35082 0.3158
H 0.24549 -2.67845 0.41776 0.3992
H -1.56226 1.03038 1.83626 0.3670
H -1.88088 1.50129 -1.58183 0.3832


# 10
22
Properties=species:S:1:pos:R:3:mulliken_charge:R:1 method="wB97M-V/def2-TZVPD" smiles="C[C@H]1OCC(C)(C)N1N=O" gap_ev=10.1 de_lowest_kj_mol=371.7 fmax_ev_per_a=4.30 energy_ha=-495.6960 charge=0
O 2.71038 -1.27780 0.04919 -0.4861
O -0.07325 1.65777 0.75804 -0.4130
N 1.49328 -1.44915 0.09774 -0.3288
N 0.74296 -0.32215 0.10564 0.6525
C -1.13422 0.94957 0.21175 -0.4678
C -0.70608 -0.53876 0.09379 1.0502
C -1.17236 -1.30394 1.37575 -1.7470
C 1.17832 1.02352 0.44541 0.0386
C -1.29444 -1.24012 -1.24059 -1.3119
C 1.96367 1.79468 -0.66556 -1.2425
H -1.17055 -2.37986 -1.15171 0.3172
H 1.37329 1.70862 -1.57877 0.2777
H 1.76178 0.91289 1.35901 0.3506
H 1.99860 2.82204 -0.42800 0.3840
H -2.04797 0.97533 0.92206 0.2466
H -2.24527 -1.19173 1.46441 0.4247
H -1.35922 1.54317 -0.72610 0.3053
H -0.98476 -2.31523 1.12224 0.4294
H 2.97725 1.48430 -0.79427 0.3552
H -0.62516 -0.93156 2.14224 0.5201
H -2.45750 -1.10943 -1.33432 0.3176
H -0.92873 -0.81215 -2.22795 0.3274


# 11
23
Properties=species:S:1:pos:R:3:mulliken_charge:R:1 method="wB97M-V/def2-TZVPD" smiles="CNS(=O)(=O)CCCCC#N" gap_ev=10.4 de_lowest_kj_mol=407.5 fmax_ev_per_a=5.04 energy_ha=-893.8444 charge=0
S 2.37783 -0.16954 0.11363 1.1635
O 3.50687 -0.71759 -0.54815 -0.6601
O 2.29715 0.29613 1.46853 -0.6186
N -3.24613 1.73605 -0.16804 -0.3965
N 1.79758 1.22617 -0.65033 -0.3387
C -3.04669 0.68347 0.21684 0.1282
C -1.44109 -1.25181 -0.32060 -1.0073
C 1.00666 -1.40991 -0.15487 -0.6687
C 1.30867 2.35456 0.03958 -0.5933
C -2.77162 -0.93200 0.23389 -0.4192
C -0.14479 -0.67570 0.44470 0.5692
H -1.53652 -2.43225 -0.30602 0.3348
H 1.60936 3.20229 -0.66081 0.3303
H -0.09796 -0.90622 1.58916 0.1854
H 1.33475 -2.19422 0.54751 0.3651
H 0.00979 2.13205 0.03640 0.0958
H 1.76494 2.56581 1.18887 0.1893
H -2.89704 -1.18470 1.28803 0.2781
H -0.31478 0.41841 0.22075 -0.4457
H 0.96228 -1.51189 -1.28163 0.3355
H 2.40409 1.56150 -1.48509 0.3083
H -3.45995 -1.64283 -0.46712 0.3190
H -1.42339 -1.14779 -1.34520 0.5458


What did the tenth record say?
22
Properties=species:S:1:pos:R:3:mulliken_charge:R:1 method="wB97M-V/def2-TZVPD" smiles="C[C@H]1OCC(C)(C)N1N=O" gap_ev=10.1 de_lowest_kj_mol=371.7 fmax_ev_per_a=4.30 energy_ha=-495.6960 charge=0
O 2.71038 -1.27780 0.04919 -0.4861
O -0.07325 1.65777 0.75804 -0.4130
N 1.49328 -1.44915 0.09774 -0.3288
N 0.74296 -0.32215 0.10564 0.6525
C -1.13422 0.94957 0.21175 -0.4678
C -0.70608 -0.53876 0.09379 1.0502
C -1.17236 -1.30394 1.37575 -1.7470
C 1.17832 1.02352 0.44541 0.0386
C -1.29444 -1.24012 -1.24059 -1.3119
C 1.96367 1.79468 -0.66556 -1.2425
H -1.17055 -2.37986 -1.15171 0.3172
H 1.37329 1.70862 -1.57877 0.2777
H 1.76178 0.91289 1.35901 0.3506
H 1.99860 2.82204 -0.42800 0.3840
H -2.04797 0.97533 0.92206 0.2466
H -2.24527 -1.19173 1.46441 0.4247
H -1.35922 1.54317 -0.72610 0.3053
H -0.98476 -2.31523 1.12224 0.4294
H 2.97725 1.48430 -0.79427 0.3552
H -0.62516 -0.93156 2.14224 0.5201
H -2.45750 -1.10943 -1.33432 0.3176
H -0.92873 -0.81215 -2.22795 0.3274